Below is one molecule with the formula C4H9NO, with properties calculated with the ωB97M-V functional and the def2-TZVPD basis.

Atoms and positions in Å:
C: 0.49025 -1.02504 1.04242
C: -0.00757 0.26785 0.32114
C: 1.12083 1.29893 0.19803
N: -0.51309 -0.07757 -1.00350
C: -1.83090 -0.33875 -1.25126
O: -2.75286 -0.06994 -0.50687
H: 0.90397 -0.82611 2.03741
H: 1.30404 -1.52238 0.48660
H: -0.28411 -1.79340 1.16518
H: -0.85660 0.75964 0.81495
H: 0.81889 2.21687 -0.32275
H: 1.96918 0.87037 -0.34864
H: 1.46827 1.58292 1.19640
H: 0.16971 -0.52923 -1.59232
H: -2.00000 -0.81416 -2.23678

Cartesian forces (eV/Å) of the 6 atoms listed first:
C -0.041 0.092 0.040
C 0.112 -0.058 0.150
C 0.083 -0.072 0.037
N -0.020 -0.285 0.027
C -0.047 0.070 0.157
O 0.374 -0.063 -0.175

**Net charge**: 0
**LUMO**: 0.894 eV
**ΔE to the lowest compared entry with this formula, charge and spin**: 44.2 kJ/mol
**Total energy**: -7831.861 eV
**Kohn-Sham gap**: 10.6 eV
**SMILES string**: CC(C)NC=O
**HOMO level**: -9.7 eV